This record from the OMol25 dataset describes a structure of composition C44H47CeN2O6P3Se. The level of theory is ωB97M-V with the def2-TZVPD basis set.

Atoms and positions in Å:
Ce  -1.225987  -0.697847  1.496361
O  -0.816649  -4.531970  -0.238899
C  -0.602095  -3.446546  -0.704175
O  -0.892181  -2.298558  -0.109177
C  -0.003866  -3.222649  -2.058327
C  0.232561  -4.354618  -2.827236
C  0.659453  -4.236048  -4.136924
C  0.812193  -2.970869  -4.689260
C  0.578494  -1.836386  -3.928111
C  0.206323  -1.932052  -2.586653
P  -0.233421  -0.399565  -1.617491
C  0.583380  1.007745  -2.495893
C  -0.002847  2.260537  -2.304795
C  0.562617  3.421165  -2.814385
C  1.758941  3.349533  -3.521311
C  2.379085  2.118078  -3.686517
C  1.800166  0.958217  -3.173378
C  -1.957478  -0.302293  -2.338950
C  -3.031527  -0.891681  -1.664636
C  -4.300516  -0.943070  -2.231693
C  -4.515990  -0.411611  -3.493711
C  -3.457419  0.180758  -4.177647
C  -2.193887  0.234849  -3.607432
H  0.054295  -5.322108  -2.370403
H  0.836484  -5.118833  -4.736018
H  1.102503  -2.861289  -5.726414
H  0.668628  -0.870851  -4.406196
H  -0.923323  2.326672  -1.747305
H  0.075561  4.376043  -2.647207
H  2.205293  4.247210  -3.936027
H  3.324402  2.053918  -4.211343
H  2.322071  0.015651  -3.290104
H  -2.907811  -1.355622  -0.697675
H  -5.107443  -1.397995  -1.669986
H  -5.500680  -0.453428  -3.944917
H  -3.613890  0.595254  -5.166502
H  -1.385534  0.700504  -4.163357
C  -0.628635  2.633067  3.554503
P  0.037285  2.016044  1.943102
C  1.816295  2.203451  2.267345
C  -0.401298  3.488005  0.941750
C  0.447937  4.589621  0.849744
C  0.017841  5.759254  0.239491
C  -1.274405  5.841832  -0.266652
C  -2.115884  4.740433  -0.193369
C  -1.686278  3.551906  0.393669
P  -2.740903  2.049960  0.389088
C  -3.683732  2.267795  -1.153382
C  -4.057731  2.509320  1.580647
H  -0.572184  3.720115  3.565033
H  -0.029462  2.219153  4.363405
H  -1.658002  2.312581  3.702673
H  1.978468  3.010905  2.982698
H  2.359467  2.404568  1.347064
H  2.187008  1.274280  2.695864
H  1.452532  4.544963  1.258731
H  0.688521  6.606561  0.164648
H  -1.623601  6.757149  -0.727314
H  -3.113943  4.813254  -0.611833
H  -3.031164  2.345327  -2.020769
H  -4.313886  3.152655  -1.081107
H  -4.318825  1.394768  -1.284580
H  -4.473927  3.475745  1.299191
H  -3.676606  2.549162  2.599060
H  -4.837038  1.743303  1.542867
C  4.257961  0.432143  0.364000
C  2.989118  0.040009  -0.401023
C  2.800312  -1.455406  -0.391992
C  3.404618  -2.225516  -1.378891
C  3.380144  -3.610546  -1.312642
C  2.778095  -4.229944  -0.230266
C  2.154719  -3.495988  0.780355
C  1.568906  -4.241493  1.962967
C  2.639870  -4.688124  2.964388
C  2.135100  -2.102209  0.662478
N  1.412009  -1.319295  1.642113
C  1.887715  -1.344530  2.842374
C  1.155726  -0.876576  3.951697
C  1.427295  -1.002140  5.307642
C  0.261733  -0.595793  5.976111
C  -0.663680  -0.258143  4.987697
N  -0.125032  -0.409169  3.759366
H  4.446844  1.508269  0.307283
H  5.125733  -0.085230  -0.052312
H  4.184650  0.155472  1.422239
H  3.068710  0.394013  -1.428248
H  2.118603  0.523326  0.038000
H  3.911026  -1.725830  -2.201612
H  3.844290  -4.202113  -2.091520
H  2.771283  -5.313701  -0.160839
H  1.039428  -5.110750  1.585205
H  0.823839  -3.638524  2.473877
H  3.379032  -5.327654  2.476664
H  2.189604  -5.252992  3.784353
H  3.177105  -3.839367  3.399525
H  2.863521  -1.788226  3.021979
H  2.353373  -1.360669  5.739766
H  0.086956  -0.567825  7.043214
H  -1.680927  0.089738  5.117238
O  -4.691236  -1.230734  3.858387
Se  -3.596602  -1.040261  2.715572
O  -2.353625  -2.178235  2.703719
O  -2.683114  0.364184  2.879307
O  -4.080844  -0.955599  1.163906

Atomic forces in eV per Å
3.30 -0.13 -1.37
-0.01 -0.47 0.17
0.07 1.08 0.08
-0.47 0.00 1.24
-0.02 0.24 -0.18
0.07 0.02 -0.04
0.01 0.08 -0.05
0.02 -0.11 0.01
0.03 0.01 0.11
-0.07 -0.20 0.19
-0.46 0.22 -0.50
0.00 -0.05 -0.08
0.10 -0.01 -0.14
0.09 -0.09 0.03
-0.06 -0.04 0.03
-0.09 -0.07 0.08
-0.01 0.17 -0.20
-0.03 -0.11 0.02
0.19 -0.01 -0.17
0.12 0.00 -0.06
0.05 0.06 -0.03
-0.06 -0.03 0.07
0.06 0.01 0.01
0.00 0.09 -0.04
0.02 -0.02 -0.02
0.00 -0.01 -0.01
0.00 -0.01 0.04
-0.11 0.03 0.02
0.02 -0.07 -0.02
-0.02 -0.08 0.06
-0.02 -0.01 -0.01
-0.10 0.03 -0.10
-0.03 0.01 -0.14
0.03 0.00 -0.03
0.05 0.00 0.02
0.00 0.00 0.03
-0.06 -0.05 0.06
0.00 -0.11 -0.11
-0.26 0.25 0.46
0.10 0.03 -0.06
0.09 -0.05 -0.03
0.00 0.07 -0.01
-0.05 -0.05 -0.02
0.06 -0.07 0.03
0.06 0.12 -0.05
0.06 0.00 -0.04
-0.04 -0.19 0.28
-0.07 0.02 -0.05
0.05 -0.10 0.02
0.04 0.06 0.03
0.01 -0.02 -0.01
0.02 0.02 -0.04
0.06 0.01 -0.06
0.06 -0.01 -0.05
-0.01 0.01 0.04
-0.12 0.00 -0.04
-0.02 -0.02 0.01
0.01 0.00 0.00
0.08 0.00 0.03
-0.04 -0.01 0.00
-0.04 0.03 -0.08
-0.04 0.02 0.00
-0.06 0.05 0.00
0.00 0.03 -0.09
0.06 0.06 -0.02
-0.02 -0.01 0.12
0.22 -0.11 0.12
-0.07 -0.03 0.08
0.01 0.00 0.03
0.01 0.01 0.07
-0.02 0.00 0.02
0.02 -0.10 0.01
0.14 0.13 -0.12
0.02 -0.02 0.00
-0.05 0.45 0.15
-0.29 -0.28 -0.55
0.07 0.03 0.02
-0.17 0.09 -0.10
0.02 0.10 0.43
0.10 -0.05 0.02
0.19 0.01 -0.03
-0.51 -0.27 -0.66
-0.04 -0.06 0.00
-0.04 0.03 0.02
0.01 0.02 -0.12
0.11 -0.06 0.29
-0.10 0.11 0.04
-0.03 -0.05 0.07
-0.02 0.00 0.00
0.00 0.06 -0.01
-0.08 -0.15 -0.07
-0.12 0.07 0.03
-0.01 0.02 0.03
0.02 0.04 -0.07
-0.06 -0.12 -0.06
0.11 -0.02 0.05
-0.13 0.04 -0.02
0.05 -0.01 -0.13
0.13 -0.05 -0.06
0.27 -0.01 -0.13
-3.11 -0.36 1.53
0.06 0.40 -0.24
0.22 -0.48 0.07
0.49 -0.01 0.01

Results
E_LUMO, eV: -1.97
HOMO-LUMO gap, hartree: 0.2195
2S+1: 1